No. 1
Density functional theory data (ωB97M-V/def2-TZVPD) for a 13-piece molecular cluster, C58H155N13O16 overall in a non-equilibrium geometry.

- HOMO energy (eV) = -8.492
- 2S+1 = 1
- E_LUMO (eV) = 0.4595
- max |F| (eV Å⁻¹) = 4.0

```
242
C58H155N13O16, DFT ωB97M-V/def2-TZVPD
H -4.89254 -0.54182 -6.70607
O 0.16497 7.46438 1.34721
H -3.24698 -4.01191 6.18333
H 0.84971 9.16300 2.51541
C 2.49303 -0.72988 3.03468
H -3.08854 -0.40184 -6.66721
H -0.44120 -1.06340 -4.19146
N 2.38196 -4.49989 -3.55920
H -3.20086 -1.31352 7.87097
H -0.49708 -0.42681 -0.66175
H -2.37206 -5.41714 2.57355
H -1.02581 -4.55855 4.25430
H -3.78728 5.73109 4.12621
H 6.31163 1.86282 -5.00072
H -7.13404 -2.03727 0.94386
N 1.91775 4.87440 1.64071
H -7.29622 -3.81055 -5.05417
H -2.69696 -3.33542 -2.54386
H -0.09211 2.94374 5.69347
C -0.85394 -5.38225 6.18635
H -7.31315 -5.45292 -2.47296
H 4.71956 5.63649 1.35198
C 0.78298 1.53711 -1.53698
H -2.08258 3.67310 3.17708
C -3.96297 4.73613 4.59198
H 3.99197 -3.93084 -0.40754
H 5.36741 3.17468 -3.34195
H 4.12957 -6.67361 3.81052
N 2.81345 -2.12281 2.55710
H 3.32892 1.19859 3.19151
H -2.83860 0.90138 8.01931
H 1.44503 -4.02988 -0.79803
H 1.53306 1.90516 -2.22988
H 4.03439 3.28513 2.20503
C -1.67436 -0.07358 9.41504
H -0.51047 1.99976 4.13751
C 0.35293 -0.31659 -0.00762
C 4.86939 2.18689 -3.40498
H -4.34852 -2.22447 -4.99683
H -4.66685 -1.25408 -2.58474
O 1.19288 6.06609 -3.81465
C 0.53997 -2.12469 -6.71262
C 8.23419 -5.05248 1.60460
H -4.15126 -3.16619 -1.61178
H -6.31169 -4.77289 -0.38872
H 2.11411 0.87303 -0.06374
C -6.86464 -3.98487 -0.95643
H 3.59868 -2.54198 3.10603
H -1.68544 -1.31318 -2.72792
H -6.43807 -2.07352 -1.43718
C -1.26701 1.90789 -5.64882
C -2.76718 -4.07056 5.16282
N -4.37957 2.35930 4.32970
C -3.05786 3.67322 2.63887
H 0.64441 -3.01870 -1.99754
H 2.07486 -3.73480 -4.09397
H 1.05168 1.01872 -5.48581
H -2.56997 6.20403 -6.01067
H 6.76899 0.46093 3.67694
C -6.15622 -2.18294 0.52106
N -0.66962 -2.95739 5.59726
H 3.26236 -4.28642 -3.11816
H -1.96778 -0.48962 1.18056
C 0.54413 5.08943 1.98172
H 6.82863 1.13248 -3.41998
H 3.62518 2.06543 1.04958
O 4.12811 3.95761 0.23598
H 2.41602 -6.98386 3.53901
H 2.23266 -0.74339 4.12577
O -4.16995 -0.20770 -4.83179
H 7.89132 -4.79840 2.56965
H -5.58638 -2.83515 1.23313
H -3.21512 4.67519 2.11207
C -4.02278 -0.04976 -6.24960
H -5.12489 3.84890 3.05020
C 1.66635 -6.28747 -1.99358
O 3.92535 3.09417 -5.41040
C 5.77406 -2.93635 -0.11396
H -5.88093 -4.33821 -2.79232
H 1.20166 -2.94963 3.69377
H -8.99632 -3.48911 -4.79017
H 1.11075 -0.98236 -3.55250
C 0.75183 -3.98368 -1.62869
H -0.26804 1.65708 7.77603
H 1.03407 -1.82337 -7.63216
H -2.58700 -0.44443 9.88180
H -1.02804 -6.31010 5.70773
H 0.75764 -6.64505 -1.46664
O 7.70784 -4.01653 0.78293
H -2.62940 0.09564 -2.89198
H 1.59623 2.89403 2.21822
C -4.20218 3.62909 3.60881
H 9.29864 -5.12188 1.55137
C -6.90698 -4.42248 -2.39664
H 3.87829 -2.59562 0.60790
H 0.85823 -3.11551 -6.54820
C 3.23175 -6.34379 3.22125
H -2.48032 1.86212 -0.06887
H -1.37451 -5.34250 7.10861
H -1.40409 2.44102 -6.55534
C 1.39261 0.45134 -0.75833
H -1.06397 -0.54897 2.65345
C -2.31846 2.71194 0.55816
H 2.80462 0.09229 -2.23257
H 0.63113 1.39419 5.15527
O -0.12419 0.48383 1.10436
H 7.20609 -1.29676 0.33966
O -0.50243 -4.48455 -1.12082
H 3.12278 4.37796 -6.81279
H -0.54540 -2.10012 -6.85824
H 0.22915 -5.26494 6.31855
H 5.30188 5.47221 -0.35026
C -3.24404 -4.94252 3.00510
H -3.11233 -3.87365 2.81550
H -2.85951 -0.82660 6.43331
C -8.13663 -4.00481 -4.41174
C 5.08192 4.96553 0.57338
O 4.85800 -0.21599 3.38240
C -5.31900 1.15645 -0.81977
H -1.76770 1.03619 2.10795
C -0.27868 1.95691 5.24985
C 3.65936 0.19906 2.79453
H 0.34114 4.58058 2.91698
H -4.92549 1.88185 -0.06047
H 7.79090 -6.05156 1.35446
C -0.19978 6.85392 -6.13161
H -2.56918 4.66437 -5.30637
H -5.94954 1.68315 -1.52528
H -0.89951 -0.84587 9.46377
H 1.94879 -7.04149 -2.71959
C -1.17229 -3.77310 -0.11856
N -2.13542 5.50901 -5.38381
C 5.96483 1.36009 -4.09353
C -1.29002 -4.23806 5.25738
N 0.52171 -1.43080 -4.29603
H 0.83481 6.84718 -1.93771
C -2.58741 -0.86970 -2.45087
H 5.64100 -0.87298 -0.51121
H -0.82893 8.79538 2.50888
H -0.65433 6.85105 -3.59039
H -2.68895 -1.66682 -4.73578
H 0.86118 7.01149 -5.92996
O -3.14839 2.59911 1.71905
H 5.25909 1.02703 -1.70151
H -8.35871 -5.09692 -4.49764
H 4.27121 2.25479 -1.41297
H 3.48530 -6.61572 2.20070
H -3.47908 2.19676 4.85456
H 5.40766 1.65966 4.13761
O 2.95801 -4.95872 3.48529
H -7.89739 -4.00938 -0.56501
O -7.79546 -3.55813 -3.11188
H -4.40080 1.52622 3.61359
H 1.30854 5.14855 -1.97138
H -4.42921 -0.82641 0.35012
C -0.20104 5.88523 -3.85697
H 1.24632 6.74324 3.06991
H 2.00409 -0.97073 -5.73811
C 1.67653 -3.00422 2.72154
H 2.08312 5.37618 0.77111
H 5.67606 -1.24433 1.27350
H 1.59272 -0.31530 2.48287
H -2.24311 1.89828 -5.13536
H 2.66961 -1.11601 -1.11485
C 0.02061 8.77192 1.83761
H 5.83572 -4.99746 0.76794
H 2.44794 -6.11409 -1.23075
H 2.12866 2.93510 -6.48258
H -1.22660 -2.36015 6.20451
H 0.46941 -5.07045 -3.51826
H -4.53103 0.63581 -1.36753
H -5.59896 -0.51906 1.58142
H -0.10903 0.12565 6.96412
O -3.34874 -5.10794 4.44179
H -1.38965 0.82460 9.94945
H 0.80196 0.66931 -7.16413
N -2.39404 -0.98774 7.31127
H -0.60364 6.50250 3.04028
C 2.08773 3.45959 1.40883
H -2.91987 -3.08423 4.65770
O -1.32594 1.25990 5.89009
H 5.57392 0.36748 -4.36737
H 0.40600 2.26819 -0.82188
C -3.74349 -1.69882 -2.98550
H -1.66212 -2.97178 -0.61158
C 0.94327 -1.05418 -5.65569
O -0.90216 0.55810 -5.94767
C -3.74285 -1.48416 -4.47196
H 6.22331 -3.08587 -1.14411
C 0.31963 6.51577 2.45960
C 3.54868 3.16880 1.22600
C -0.67971 5.62328 -5.31385
H 3.78461 0.35207 1.74911
H -4.11554 1.00405 -6.55226
H 0.92739 -2.91505 1.90282
C 1.27530 -5.00412 -2.73332
C 2.14100 -4.40824 2.54203
H -0.47837 -3.54264 0.70264
H 3.34656 1.31546 -4.55981
H -0.05232 1.14470 -2.10847
C 6.08920 -1.49246 0.27957
H -2.64812 -0.83558 -1.32730
H -0.80560 7.71947 -5.81041
H 2.21366 4.23554 -5.30101
H -0.46365 5.06089 -3.20336
C -1.99173 0.24602 7.97887
N -3.66388 -3.03373 -2.48468
C 2.83520 3.66716 -6.00449
C 6.33949 -3.97568 0.89064
H 6.03717 -3.60680 1.93565
H 5.81838 1.37161 2.43362
H 6.03210 4.52162 0.96835
C 5.74901 0.83854 3.40858
H 0.25542 -3.08034 6.04581
H 2.77172 2.73095 -3.71165
H 2.58892 -4.54765 1.49449
C 1.52496 6.13335 -2.47181
N -6.15345 -2.76777 -0.73094
H -0.19367 4.81392 1.27597
H -3.12055 4.49597 5.19089
H 0.69808 -1.27845 0.23156
H -0.11240 4.75360 -5.67297
N 2.11055 -0.49156 -1.67208
H 1.23039 -4.98651 2.49810
H -1.89700 -4.52939 0.26058
C 3.62600 2.31534 -4.23338
H 1.42059 3.17626 0.51938
H -0.10522 9.38208 0.93013
C -1.27342 0.11560 1.79692
C 0.46675 0.36957 -6.09662
N 4.50255 1.55663 -2.11295
H 2.54489 6.41999 -2.29061
O -6.18462 0.08688 -0.29428
H -1.27891 2.71402 0.81734
C -0.81453 0.87519 7.20063
H -2.56740 3.70184 0.06426
H -0.57754 2.22421 -4.90887
N 4.30323 -3.02236 -0.17856
H -0.28793 6.71900 -7.19518
C -5.47017 -0.85992 0.54301
H -4.12033 -5.36305 2.55160
H -4.83177 4.81012 5.24958
```



No. 2
Density functional theory data (ωB97M-V/def2-TZVPD) for a 7-piece molecular cluster, C15H44O7 overall in a non-equilibrium geometry.

- HOMO energy (eV) = -9.936
- 2S+1 = 1
- SMILES string = CC(C)O.CC(C)O.CC(C)O.CC(C)O.CC(C)O.O.O
- E_LUMO (eV) = 0.1578
- max |F| (eV Å⁻¹) = 3.2

```
66
C15H44O7, DFT ωB97M-V/def2-TZVPD
C -4.67567 -1.96978 5.38041
O 0.29185 -0.31604 0.44539
C -1.02941 6.56263 1.80538
H 2.24686 -5.49749 2.27128
H 1.01701 6.76401 1.40312
H -5.56276 0.11415 5.02264
C -3.53453 -4.98185 -1.37037
H -3.18863 -0.58724 5.45573
H 6.73105 2.01178 -1.31294
H -4.84830 -1.82443 6.44679
O -3.16867 -5.56889 -0.13684
H -0.09398 7.69764 3.20260
C -1.02526 7.73682 2.63756
H -1.85407 7.60753 3.33357
C 0.09342 6.58591 0.85232
C -2.63504 -5.58534 -2.49733
H 1.96210 2.14312 -5.79815
H -5.36204 -5.59655 -2.53252
O -4.79875 -3.27769 4.89340
H -1.11638 8.69430 2.12468
H -6.62544 -1.21396 4.71463
H -2.70290 -1.96194 4.42107
H -5.60135 -4.42481 -1.20909
H 5.21384 -0.31461 -0.14615
C -4.99185 -5.25507 -1.56585
H 2.28762 1.48762 -7.35788
H -2.23266 -5.42951 0.02458
H 6.78834 -0.39924 -0.77831
O -2.36132 6.47013 1.21328
H 1.61253 -1.96185 -6.29967
H -2.51728 7.26227 0.69387
H -0.12821 7.29143 0.05156
H 0.51693 0.03663 -4.41180
C 2.09836 -1.07484 -6.70621
C 6.45980 1.11627 0.73801
C 6.28107 2.24172 -0.34715
H 1.51260 -0.88874 -7.60640
O 0.66568 0.07838 -5.35928
H 2.59476 -0.27321 -4.79760
H 5.24581 2.56717 -0.44926
H 1.19249 -0.04416 0.62180
H 7.34771 1.27360 1.35036
H -0.94204 5.83326 2.61067
H 5.52667 2.14643 2.11431
H -5.32758 -6.14607 -1.03529
H 0.11855 -1.00391 1.08808
H 3.15391 -1.18648 -6.95411
C -3.20711 -1.67121 5.34267
H -2.83095 -6.60365 -2.83316
H -4.63262 -3.21367 3.95006
O 1.82046 -4.64962 2.39587
O 5.37371 1.30490 1.67838
C 2.51062 1.34624 -6.30034
H 6.85012 3.15930 -0.19774
C -5.58330 -0.90451 4.63532
H -5.31154 -0.88967 3.57984
H -3.41398 -3.90463 -1.48513
C 6.25756 -0.27755 0.16592
H 6.37548 -1.10297 0.86798
H 2.48710 -4.10493 2.81437
H 0.19024 5.58951 0.42115
H -2.73277 -2.22193 6.15496
H -2.85918 -4.84167 -3.26207
H -1.56023 -5.53264 -2.32377
C 2.07535 -0.02126 -5.72218
H 3.55617 1.60086 -6.12697
```



It is found that the ΔE to the lowest compared entry with this formula, charge and spin values, taken in the order of the records, are 2.1342; 3.5620 eV.
It is found that the molar mass values, taken in the order of the records, are 1290.953; 336.510 g mol⁻¹.